DFT (ωB97M-V with the def2-TZVPD basis set) results for a gas-phase ion, C8H16NO4 (charge -1).

Geometry (Å):
C 4.343 0.257 1.210
C 4.145 0.577 -0.272
C 3.235 -0.408 -0.967
O 3.526 -0.983 -1.989
O 2.101 -0.575 -0.289
C 0.875 -0.791 -1.041
C -0.190 -1.422 -0.170
N -0.849 -0.416 0.595
O -2.159 -1.085 0.938
C -3.011 -0.086 1.373
C -3.898 0.526 0.274
C -3.183 0.681 -1.053
O -4.426 1.785 0.728
H 4.713 -0.761 1.342
H 5.087 0.933 1.639
H 3.415 0.376 1.766
H 5.100 0.569 -0.798
H 3.705 1.573 -0.371
H 0.513 0.187 -1.368
H 1.106 -1.406 -1.911
H -0.903 -1.936 -0.849
H 0.310 -2.236 0.414
H -3.670 -0.503 2.147
H -2.427 0.727 1.833
H -4.784 -0.102 0.139
H -2.372 1.404 -0.964
H -2.746 -0.271 -1.354
H -3.891 1.018 -1.817
H -3.665 2.369 0.816

Output
gap between HOMO and LUMO	4.9	eV
SMILES	CCC(=O)OCC[N-]OC[C@H](C)O
net charge	-1

The net atomic charges from Mulliken, expressed in e, are: C -1.0924; C -0.2755; C 0.5462; O -0.6200; O -0.1658; C -0.6985; C -0.3826; N -0.6813; O -0.1892; C -0.6298; C 0.3232; C -1.1572; O -0.5725; H 0.3109; H 0.3453; H 0.2846; H 0.2777; H 0.2383; H 0.3007; H 0.3458; H 0.2648; H 0.2053; H 0.1534; H 0.3871; H 0.2526; H 0.3340; H 0.1642; H 0.3904; H 0.3405

***

DFT (ωB97M-V with the def2-TZVPD basis set) results for a single C8H16O molecule at a distorted geometry.

Geometry (Å):
C -0.917 0.104 -1.683
C -0.663 0.414 -0.192
C -1.861 -0.105 0.609
C -0.569 1.936 -0.080
C 0.659 -0.167 0.367
C 1.089 0.274 1.747
C 1.717 -0.160 -0.646
C 0.733 -1.581 -0.047
O 1.728 -2.556 -0.045
H -0.860 -0.944 -1.946
H -0.236 0.657 -2.323
H -1.926 0.439 -1.925
H -2.707 0.572 0.499
H -2.165 -1.088 0.258
H -1.631 -0.183 1.667
H -1.405 2.404 -0.596
H -0.594 2.255 0.959
H 0.354 2.288 -0.532
H 1.471 1.297 1.717
H 1.891 -0.373 2.092
H 0.278 0.218 2.462
H 1.578 0.024 -1.693
H 2.718 -0.418 -0.341
H -0.078 -1.919 -0.657
H 1.398 -3.387 0.328

Output
gap between HOMO and LUMO	8.5	eV
SMILES	CC(C)(C)[C@]1(C)C[C@H]1O
net charge	0

The net atomic charges from Mulliken, expressed in e, are: C -1.8339; C 1.7770; C -1.6903; C -2.0288; C 2.1040; C -1.7328; C -1.3757; C -0.7153; O -0.4945; H 0.3748; H 0.4495; H 0.4954; H 0.4697; H 0.3315; H 0.3271; H 0.4954; H 0.4106; H 0.3996; H 0.3298; H 0.5056; H 0.2707; H 0.1782; H 0.4144; H 0.1985; H 0.3393

***

DFT (ωB97M-V with the def2-TZVPD basis set) results for a single C8H16O molecule at a distorted geometry.

Geometry (Å):
C -1.933 -2.484 -0.349
C -1.510 -1.045 -0.408
C -0.293 -0.646 -0.843
C 0.805 -1.646 -1.069
C 0.053 0.793 -0.853
C 0.338 1.333 0.667
C 0.485 2.853 0.595
C 1.618 0.689 1.209
O -0.746 1.027 1.481
H -1.832 -2.970 -1.317
H -2.972 -2.564 -0.050
H -1.315 -3.045 0.355
H -2.322 -0.329 -0.426
H 0.564 -2.266 -1.932
H 1.763 -1.159 -1.230
H 0.910 -2.316 -0.216
H -0.792 1.388 -1.194
H 0.936 1.002 -1.452
H -0.439 3.304 0.235
H 1.302 3.131 -0.067
H 0.690 3.242 1.590
H 1.517 -0.395 1.251
H 1.795 1.052 2.223
H 2.480 0.947 0.593
H -1.105 0.103 1.207

Output
gap between HOMO and LUMO	9.9	eV
SMILES	C/C=C(\C)CC(C)(C)O
net charge	0

The net atomic charges from Mulliken, expressed in e, are: C -1.3880; C -0.5659; C 1.1400; C -1.7592; C -1.2032; C 1.4663; C -1.7134; C -1.5290; O -0.6164; H 0.3100; H 0.3840; H 0.2649; H 0.5151; H 0.4646; H 0.3805; H 0.3575; H 0.3747; H 0.4608; H 0.4002; H 0.3395; H 0.4161; H 0.2724; H 0.4097; H 0.3058; H 0.5132

***

DFT (ωB97M-V with the def2-TZVPD basis set) results for 2 unconnected molecules or ions with the total composition C8H16O.

Geometry (Å):
C -2.246 0.526 -0.034
C -0.985 0.576 0.362
C 0.195 1.066 -0.445
C 0.398 2.545 -0.087
C -0.038 0.927 -1.950
C 1.458 0.287 -0.061
H -3.032 0.198 0.622
H -2.549 0.788 -1.033
H -0.744 0.318 1.387
H -0.503 3.116 -0.298
H 1.216 2.963 -0.667
H 0.634 2.654 0.970
H -0.823 1.600 -2.290
H -0.318 -0.097 -2.196
H 0.877 1.172 -2.490
H 1.436 -0.713 -0.476
H 2.339 0.800 -0.446
H 1.560 0.216 1.019
C 0.351 -2.723 1.777
C -0.080 -2.652 0.344
O 0.497 -3.166 -0.572
H -0.141 -1.966 2.379
H 0.074 -3.709 2.157
H 1.436 -2.636 1.853
H -1.011 -2.089 0.179

Output
gap between HOMO and LUMO	10.4	eV
SMILES	C=CC(C)(C)C.CC=O
net charge	0

The net atomic charges from Mulliken, expressed in e, are: C -0.8577; C -0.7147; C 2.3532; C -1.7923; C -1.9520; C -1.7000; H 0.2994; H 0.2416; H 0.4617; H 0.3855; H 0.4367; H 0.3987; H 0.4419; H 0.3750; H 0.4448; H 0.2894; H 0.4601; H 0.3802; C -0.8641; C 0.1909; O -0.5094; H 0.2428; H 0.3651; H 0.2640; H 0.3592

***

DFT (ωB97M-V with the def2-TZVPD basis set) results for a molecular structure, C8H16O.

Geometry (Å):
C -1.470 -0.343 1.009
C -2.709 -0.885 0.300
O -1.833 0.342 2.222
C -0.735 0.617 0.136
C -0.834 1.364 -0.861
H -2.045 -0.321 2.888
H -0.806 -1.180 1.259
H -3.381 -0.064 0.049
H -3.237 -1.585 0.952
H -2.431 -1.409 -0.617
H -1.500 1.707 -1.629
C 1.937 -0.004 -0.618
C 1.715 0.928 -1.686
C 1.013 0.855 1.160
C 1.457 -1.418 -0.755
H 2.844 0.111 -0.042
H 1.442 -1.943 0.202
H 0.457 -1.454 -1.189
H 1.487 0.481 -2.654
H 0.659 1.449 -1.424
H 2.452 1.725 -1.769
H 1.521 0.067 1.714
H 0.221 1.224 1.815
H 1.652 1.711 0.964
H 2.124 -1.975 -1.425

Output
gap between HOMO and LUMO	8.5	eV
net charge	0

The net atomic charges from Mulliken, expressed in e, are: C 0.5929; C -1.4190; O -0.5304; C -0.3546; C -0.5884; H 0.3467; H 0.2623; H 0.3206; H 0.4093; H 0.3178; H 0.4353; C 0.1043; C -0.7795; C -1.3505; C -1.2671; H 0.5202; H 0.2929; H 0.2590; H 0.3714; H 0.0747; H 0.3090; H 0.3566; H 0.5086; H 0.3909; H 0.4169

***

DFT (ωB97M-V with the def2-TZVPD basis set) results for 2 unconnected molecules or ions with the total composition C8H16O4 at a distorted geometry.

Geometry (Å):
C -1.735 -9.715 -10.603
C -1.794 -10.619 -9.329
O -2.870 -10.205 -8.427
C -4.066 -9.918 -9.019
O -3.910 -9.061 -10.054
C -3.155 -9.582 -11.126
H -1.250 -8.772 -10.286
H -1.074 -10.199 -11.348
H -0.807 -10.644 -8.829
H -2.074 -11.662 -9.574
H -4.541 -10.862 -9.348
H -4.777 -9.401 -8.346
H -3.567 -10.551 -11.466
H -3.166 -8.890 -11.990
C -3.183 -14.123 -7.952
C -4.058 -12.994 -7.464
O -4.098 -12.927 -6.012
C -2.806 -13.047 -5.433
O -2.016 -14.104 -5.876
C -1.835 -14.133 -7.301
H -3.672 -15.099 -7.771
H -3.126 -13.973 -9.048
H -5.111 -13.192 -7.743
H -3.779 -12.007 -7.880
H -2.299 -12.065 -5.494
H -2.947 -13.287 -4.361
H -1.332 -13.193 -7.600
H -1.185 -14.975 -7.608

Output
gap between HOMO and LUMO	10.4	eV
SMILES	C1COCOC1.C1COCOC1
net charge	0

The net atomic charges from Mulliken, expressed in e, are: C -0.4804; C -0.2811; O -0.3861; C -0.2118; O -0.3936; C -0.4833; H 0.2820; H 0.3555; H 0.2992; H 0.1102; H 0.4113; H 0.1936; H 0.3008; H 0.2966; C -0.6717; C 0.0983; O -0.4196; C -0.2355; O -0.3991; C -0.2965; H 0.3416; H 0.3855; H 0.3373; H -0.1468; H 0.3152; H 0.1913; H 0.1564; H 0.3310

***

DFT (ωB97M-V with the def2-TZVPD basis set) results for 2 unconnected molecules or ions with the total composition C8H16O4 at a distorted geometry.

Geometry (Å):
C 0.253 -0.709 4.058
C 1.075 0.583 4.237
O 0.554 1.693 3.545
C 0.448 1.401 2.108
C -0.493 0.213 2.061
O 0.013 -0.951 2.697
H -0.719 -0.609 4.579
H 0.769 -1.595 4.475
H 2.075 0.399 3.798
H 1.217 0.827 5.307
H -0.063 2.200 1.538
H 1.409 1.188 1.602
H -1.421 0.551 2.562
H -0.756 -0.081 1.027
C 0.647 -0.540 -4.108
C -0.788 -0.256 -4.505
O -1.464 0.418 -3.398
C -1.288 -0.235 -2.087
C 0.204 -0.427 -1.805
O 0.746 -1.163 -2.865
H 1.297 0.354 -4.036
H 1.172 -1.288 -4.734
H -1.349 -1.183 -4.731
H -0.836 0.393 -5.401
H -1.771 0.433 -1.348
H -1.846 -1.191 -2.092
H 0.652 0.570 -1.631
H 0.262 -0.993 -0.856

Output
gap between HOMO and LUMO	10.3	eV
SMILES	C1COCCO1.C1COCCO1
net charge	0

The net atomic charges from Mulliken, expressed in e, are: C -0.4174; C -0.4326; O -0.3908; C -0.3973; C -0.2062; O -0.3875; H 0.2966; H 0.3131; H 0.3137; H 0.3214; H 0.3211; H 0.2835; H 0.3393; H 0.0084; C -0.4060; C -0.3323; O -0.3968; C -0.3734; C -0.1637; O -0.3902; H 0.2961; H 0.2736; H 0.2730; H 0.2914; H 0.2821; H 0.2491; H 0.2305; H 0.2012

***

DFT (ωB97M-V with the def2-TZVPD basis set) results for a molecular structure, C8H16O5Rb at a distorted geometry.

Geometry (Å):
C 1.495 -2.389 -1.393
H 0.647 -2.886 -1.890
H 1.914 -1.674 -2.110
H 2.288 -3.120 -1.172
O 1.063 -1.775 -0.137
C 1.691 -2.288 1.028
C 0.965 -3.501 1.569
O -0.345 -3.094 1.912
C -1.247 -4.137 2.221
C -2.600 -3.527 2.492
O -3.029 -2.822 1.342
C -4.325 -2.269 1.466
Rb -1.444 -1.239 0.160
H 1.670 -1.487 1.780
H 2.742 -2.541 0.822
H 1.496 -3.888 2.454
H 0.925 -4.306 0.815
H -0.913 -4.692 3.112
H -1.308 -4.844 1.375
H -2.542 -2.838 3.352
H -3.314 -4.330 2.738
H -4.552 -1.741 0.533
H -5.073 -3.063 1.624
H -4.369 -1.559 2.308
O -0.106 0.772 -1.992
C 0.642 1.593 -1.491
C 0.216 2.256 -0.165
O -0.543 1.682 0.573
H 1.464 2.073 -2.055
H 0.580 3.283 0.028

Output
gap between HOMO and LUMO	9.4	eV
net charge	+1

The net atomic charges from Mulliken, expressed in e, are: C -0.8258; H 0.2768; H 0.2343; H 0.3813; O -0.1808; C -0.7530; C -0.3893; O -0.1881; C -0.6262; C -0.5505; O -0.2569; C -0.8213; Rb 0.8987; H 0.2889; H 0.4502; H 0.3360; H 0.3229; H 0.3360; H 0.3589; H 0.3492; H 0.4050; H 0.2778; H 0.2974; H 0.3396; O -0.3839; C 0.0372; C 0.0879; O -0.4086; H 0.3409; H 0.3652

***

DFT (ωB97M-V with the def2-TZVPD basis set) results for 5 unconnected molecules or ions with the total composition C8H17Cl8N4O at a distorted geometry.

Geometry (Å):
C -3.343 -1.123 -2.623
C -1.902 -0.766 -2.090
N -0.908 -1.765 -2.284
C 0.237 -1.107 -1.693
N 1.391 -1.788 -1.725
O 1.542 -3.000 -2.298
N -0.063 0.180 -1.167
C 0.890 1.102 -0.481
N -1.393 0.388 -1.447
H -3.493 -0.824 -3.718
H -4.176 -0.757 -1.948
H -3.410 -2.267 -2.622
H 2.226 -1.355 -1.308
H 0.851 -3.630 -1.998
H 0.468 1.573 0.461
H 1.892 0.608 -0.253
H 1.138 1.964 -1.202
H -1.953 1.222 -1.242
C 0.832 5.165 -2.667
Cl 1.735 5.841 -1.310
Cl -0.124 3.759 -2.167
H 0.160 5.926 -3.058
H 1.533 4.858 -3.440
C 2.376 2.436 3.066
Cl 1.974 3.509 1.717
Cl 3.518 1.178 2.575
H 2.824 3.029 3.861
H 1.466 1.961 3.429
C -1.684 -2.566 1.197
Cl -1.850 -4.325 1.147
Cl -3.023 -1.816 2.071
H -0.752 -2.313 1.696
H -1.671 -2.186 0.180
C 0.538 -2.741 4.178
Cl 0.991 -2.803 5.882
Cl 0.104 -1.096 3.689
H 1.380 -3.078 3.576
H -0.318 -3.395 4.016

Output
gap between HOMO and LUMO	9.9	eV
net charge	+1

The net atomic charges from Mulliken, expressed in e, are: C -1.0187; C 0.3409; N -0.4929; C 0.3594; N 0.0393; O -0.3925; N 0.4153; C -0.6280; N -0.2098; H 0.3176; H 0.3566; H 0.2918; H 0.1847; H 0.3618; H 0.2822; H 0.1583; H 0.2972; H 0.2302; C -0.3328; Cl -0.1212; Cl -0.1069; H 0.3162; H 0.2791; C -0.2407; Cl -0.1094; Cl -0.1447; H 0.3368; H 0.1849; C 0.9688; Cl -0.1561; Cl -0.1339; H -0.1284; H -0.5507; C -0.2892; Cl -0.1364; Cl -0.1319; H 0.3051; H 0.2978

***

Results for total energy: -18233.458 -10600.395 -10602.542 -10602.061 -10596.536 -16743.395 -16743.018 -19441.127 -116749.447 (in eV, following the order of the records).
Results for energy relative to the best compared isomer or geometry (same formula, charge and spin): 0.00 59.89 10.37 21.47 148.86 60.50 69.19 0.00 37.00 (in kcal/mol, following the order of the records).